# 1
Below is a molecular structure, C4H6AuFO4 at a distorted geometry, with properties calculated with ωB97M-V/def2-TZVPD.

Lowest unoccupied orbital energy (spin up / spin down), eV: -10.387 / -13.782
ΔE to the lowest compared entry with this formula, charge and spin, kJ/mol: 61.6
Gap between HOMO and LUMO (spin up / spin down), eV: 10.52 / 7.43
2S+1: 3
HOMO energy (spin up / spin down), eV: -20.90 / -21.21
Net charge: +2
Total energy, eV: -18816.9549

Each line ends with the natural charge from an NBO analysis.
Element x y z (Å)
C  4.075  0.629  2.026  -0.278
O  3.306  1.400  1.081  -0.576
H  3.454  -0.172  2.438  0.266
H  4.958  0.225  1.523  0.249
H  4.367  1.338  2.804  0.235
C  1.966  0.989  0.786  0.987
O  2.469  4.530  0.696  -0.488
C  1.557  4.144  1.427  0.489
C  0.661  3.019  0.981  -0.196
O  1.526  2.139  0.248  -0.560
O  1.331  0.123  1.273  -0.363
F  4.941  3.244  -0.894  -0.364
H  1.287  4.673  2.355  0.259
H  0.238  2.503  1.854  0.286
H  -0.166  3.374  0.352  0.321
Au  3.431  2.999  -0.236  1.733

***

# 2
Below is a molecular structure, C4H6AuLiO7 at a distorted geometry, with properties calculated with ωB97M-V/def2-TZVPD.

Lowest unoccupied orbital energy (spin up / spin down), eV: -0.595 / -1.742
ΔE to the lowest compared entry with this formula, charge and spin, kJ/mol: 0.0
Gap between HOMO and LUMO (spin up / spin down), eV: 6.86 / 8.19
2S+1: 3
HOMO energy (spin up / spin down), eV: -7.46 / -9.93
Net charge: 0
Total energy, eV: -22471.7128

Each line ends with the natural charge from an NBO analysis.
Element x y z (Å)
O  -1.940  -2.538  3.238  -0.831
C  -1.363  -2.332  2.141  0.954
O  -0.683  -3.205  1.548  -0.854
O  -1.392  -1.069  1.683  -0.521
O  0.048  1.138  -0.776  -0.773
C  -0.770  0.748  0.298  -0.093
C  -0.570  -0.734  0.571  -0.083
Li  -1.355  -4.389  2.976  0.957
H  -1.818  0.938  0.022  0.191
H  -0.499  1.328  1.196  0.178
H  0.484  -0.940  0.803  0.189
H  -0.866  -1.324  -0.308  0.190
C  1.829  1.589  -1.914  1.026
O  1.043  2.502  -2.334  -0.776
O  2.646  0.958  -2.801  -0.646
H  2.536  1.375  -3.663  0.499
Au  -0.607  2.945  -1.684  0.564
O  2.215  1.532  -0.689  -0.677
H  1.063  1.478  -0.306  0.504

***

# 3
Below is a molecular structure, C4H6BeN2O12S3 at a distorted geometry, with properties calculated with ωB97M-V/def2-TZVPD.

Lowest unoccupied orbital energy, eV: 8.137
ΔE to the lowest compared entry with this formula, charge and spin, kJ/mol: 15.5
Gap between HOMO and LUMO, eV: 3.43
2S+1: 1
HOMO energy, eV: 4.71
Net charge: -4
Total energy, eV: -64692.0867

Each line ends with the natural charge from an NBO analysis.
Element x y z (Å)
Be  0.497  -0.216  0.497  1.635
S  0.941  -1.630  3.193  2.571
O  0.668  -2.217  1.829  -1.165
O  -0.174  -1.842  4.151  -1.110
O  2.180  -2.249  3.736  -1.110
O  1.092  -0.190  2.925  -1.065
S  -1.942  1.752  1.473  2.571
O  -2.982  1.563  2.513  -1.107
O  -0.686  2.238  2.040  -1.030
O  -1.641  0.392  0.833  -1.200
O  -2.428  2.694  0.426  -1.126
S  3.332  1.200  0.738  2.565
O  4.365  1.589  -0.272  -1.146
O  3.966  1.202  2.062  -1.065
O  2.131  2.064  0.651  -1.077
O  2.803  -0.185  0.382  -1.149
C  -3.317  -1.513  -0.762  -0.733
C  -1.908  -1.531  -1.096  0.386
N  -0.776  -1.567  -1.234  -0.420
H  -3.826  -2.431  -1.066  0.194
H  -3.868  -0.648  -1.119  0.255
H  -3.334  -1.505  0.332  0.319
C  0.991  0.378  -4.140  -0.707
C  0.525  0.865  -2.855  0.238
N  0.161  1.256  -1.847  -0.220
H  1.998  0.592  -4.486  0.237
H  0.250  0.652  -4.893  0.210
H  0.982  -0.713  -4.014  0.249

***

# 4
Below is a molecular structure, C4H6BiO2 at a distorted geometry, with properties calculated with ωB97M-V/def2-TZVPD.

Lowest unoccupied orbital energy, eV: -7.006
ΔE to the lowest compared entry with this formula, charge and spin, kJ/mol: 202.3
Gap between HOMO and LUMO, eV: 6.62
2S+1: 1
HOMO energy, eV: -13.63
Net charge: +1
Total energy, eV: -14167.3284

Each line ends with the natural charge from an NBO analysis.
Element x y z (Å)
O  2.017  0.043  1.355  -0.457
C  2.157  1.023  0.557  -0.057
H  0.047  0.089  1.249  0.238
H  2.918  1.710  1.034  0.177
C  -1.256  -0.077  1.006  -0.454
C  -1.486  -0.546  -0.235  -0.167
C  -0.394  -0.716  -1.264  -0.128
O  0.366  0.415  -1.595  -0.883
Bi  0.473  1.954  -0.476  1.767
H  -2.349  -1.210  -0.393  0.252
H  -2.076  -0.109  1.733  0.267
H  -0.797  -1.209  -2.164  0.225
H  0.381  -1.366  -0.807  0.220

***

# 5
Below is 2 unconnected molecules or ions with the total composition C4H6Br2N3O at a distorted geometry, with properties calculated with ωB97M-V/def2-TZVPD.

Lowest unoccupied orbital energy, eV: -3.833
ΔE to the lowest compared entry with this formula, charge and spin, kJ/mol: 27.3
Gap between HOMO and LUMO, eV: 8.64
2S+1: 1
HOMO energy, eV: -12.47
Net charge: +1
Total energy, eV: -150839.0278

Each line ends with the natural charge from an NBO analysis.
Element x y z (Å)
C  -1.986  0.667  -1.717  -0.343
C  -1.922  -0.289  -0.630  0.129
C  1.073  1.002  -0.764  0.966
C  -0.992  1.475  -1.998  0.174
N  0.285  1.525  -1.478  -0.534
N  -0.889  -0.486  0.191  -0.600
N  2.202  -1.116  2.203  -0.945
O  1.902  0.572  -0.113  -0.550
Br  -1.254  2.791  -3.319  0.153
Br  -1.126  -1.575  1.605  0.215
H  -2.993  0.803  -2.180  0.271
H  -2.840  -0.677  -0.480  0.187
H  1.775  -0.586  1.291  0.503
H  2.970  -0.674  2.849  0.481
H  2.520  -2.004  1.896  0.435
H  1.275  -1.427  2.642  0.458

***

# 6
Below is a molecular structure, C4H6BrCsF3NO at a distorted geometry, with properties calculated with ωB97M-V/def2-TZVPD.

Lowest unoccupied orbital energy, eV: -0.442
Gap between HOMO and LUMO, eV: 6.23
2S+1: 1
HOMO energy, eV: -6.67
Net charge: 0
Total energy, eV: -86523.4316

Each line ends with the Mulliken charge.
Element x y z (Å)
F  0.480  1.005  2.889  -0.260
C  -0.228  1.483  1.858  0.950
F  0.639  1.805  0.886  -0.248
F  -0.823  2.620  2.268  -0.281
C  -1.280  0.501  1.368  -0.715
O  -0.722  -0.622  0.765  -0.451
C  -0.373  -0.517  -0.617  -0.078
C  1.132  -0.631  -0.899  0.091
N  1.399  -1.583  -1.957  -0.885
Br  2.475  -0.842  -3.347  -0.237
H  -1.946  1.053  0.692  0.398
H  -1.847  0.177  2.244  0.311
H  -0.906  -1.336  -1.108  -0.207
H  -0.785  0.418  -1.022  0.186
H  1.508  0.370  -1.133  0.330
H  1.605  -0.917  0.059  0.218
Cs  -0.329  -2.985  -2.943  0.879